Record 1
C25H27BrN5ORu as an isolated structure in a non-equilibrium geometry, computed with ωB97M-V/def2-TZVPD.

Results
* 2S+1: 5
* charge: +1
* E_LUMO (spin up / spin down): -2.26 / -5.07 eV
* HOMO level (spin up / spin down): -10.766 / -10.958 eV
* frontier orbital gap (spin up / spin down): 8.5029 / 5.8868 eV

CARTESIAN COORDINATES (ANGSTROEM)
Ru (0.5416, 0.5906, -0.7056)
C (3.8451, 0.2349, -0.2961)
N (2.6122, -0.2496, 0.3477)
C (2.5117, -1.7136, 0.2250)
C (2.5452, 0.1966, 1.7235)
C (3.5785, -0.0560, 2.6086)
C (3.5423, 0.4421, 3.9031)
C (2.4665, 1.2212, 4.3138)
C (1.4128, 1.4504, 3.4547)
C (1.4162, 0.9100, 2.1581)
N (0.3587, 1.0816, 1.2821)
C (-0.9421, 1.0868, 1.7327)
C (-1.3604, 0.5076, 2.9451)
C (-2.7025, 0.3951, 3.2411)
C (-3.6618, 0.8479, 2.3423)
C (-3.2688, 1.4109, 1.1332)
C (-1.9293, 1.5356, 0.8261)
N (-1.4629, 2.1252, -0.3894)
C (-2.3153, 1.9120, -1.5592)
C (-1.1651, 3.5522, -0.1927)
H (4.7246, -0.2846, 0.0963)
H (3.7841, 0.0526, -1.3679)
H (3.9539, 1.3023, -0.1303)
H (3.3734, -2.2132, 0.6792)
H (1.6005, -2.0634, 0.7075)
H (2.4799, -1.9800, -0.8322)
H (4.4338, -0.6336, 2.2829)
H (4.3627, 0.2409, 4.5780)
H (2.4546, 1.6512, 5.3058)
H (0.5874, 2.0783, 3.7614)
H (-0.6305, 0.0772, 3.6148)
H (-3.0028, -0.0736, 4.1684)
H (-4.7144, 0.7596, 2.5739)
H (-4.0159, 1.7607, 0.4338)
H (-3.2125, 2.5393, -1.5399)
H (-1.7427, 2.1713, -2.4501)
H (-2.6141, 0.8649, -1.6128)
H (-2.0773, 4.0924, 0.0839)
H (-0.4242, 3.6748, 0.5940)
H (-0.7639, 3.9698, -1.1121)
O (-0.6514, -0.9279, -0.1793)
C (-1.3865, -1.7359, -0.9233)
C (-2.5212, -2.3212, -0.3375)
C (-3.3197, -3.1876, -1.0490)
C (-3.0196, -3.5016, -2.3751)
C (-1.9157, -2.9352, -2.9686)
C (-1.0853, -2.0531, -2.2644)
C (0.0730, -1.4603, -2.9060)
N (0.7199, -0.3465, -2.5524)
C (1.7246, -0.1303, -3.4801)
C (1.6896, -1.1228, -4.3971)
N (0.6509, -1.9463, -4.0217)
H (-2.7330, -2.0655, 0.6934)
H (-4.1917, -3.6211, -0.5770)
H (-3.6522, -4.1742, -2.9368)
H (-1.7070, -3.1615, -4.0077)
H (2.3669, 0.7305, -3.4309)
H (2.2935, -1.3028, -5.2677)
H (0.3679, -2.7869, -4.4963)
Br (1.7178, 2.5819, -1.4513)

Forces on atoms 1 to 2 (eV/Å):
Ru -0.44 -0.74 -0.65
C 0.11 -0.03 -0.07



Record 2
C34H42N7OP2Tc as an isolated structure in a non-equilibrium geometry, computed with ωB97M-V/def2-TZVPD.

Results
* 2S+1: 2
* charge: +3
* E_LUMO (spin up / spin down): -8.42 / -11.85 eV
* HOMO level (spin up / spin down): -15.440 / -15.439 eV
* frontier orbital gap (spin up / spin down): 7.0200 / 3.5904 eV
* ΔE to the lowest compared entry with this formula, charge and spin: 22.3 kJ/mol

CARTESIAN COORDINATES (ANGSTROEM)
Tc (-0.7241, -0.3296, 0.5101)
C (-1.8992, 1.2554, -3.4941)
C (-2.9549, 2.1472, -3.2916)
C (-3.3464, 2.3872, -2.0054)
C (-2.6952, 1.7685, -0.9203)
N (-1.7255, 0.8479, -1.1138)
C (-1.3489, 0.6432, -2.4037)
N (-3.1238, 2.2057, 0.2972)
C (-2.5173, 2.0074, 1.4001)
N (-1.4403, 1.1547, 1.6774)
C (-1.0378, 1.4372, 2.9750)
N (-0.0601, 0.9478, 3.6367)
C (0.9068, 0.1142, 3.1725)
C (1.9059, -0.1487, 4.1352)
C (3.0041, -0.8921, 3.8316)
C (3.1292, -1.3332, 2.5142)
C (2.1262, -1.0646, 1.6275)
N (0.9605, -0.4085, 1.9174)
C (-1.9444, 2.4243, 3.5727)
C (-1.9497, 3.0077, 4.8242)
C (-2.9485, 3.9434, 5.0766)
C (-3.8880, 4.2797, 4.1013)
C (-3.8622, 3.6902, 2.8412)
C (-2.8739, 2.7524, 2.6123)
H (-1.5236, 1.0302, -4.4820)
H (-3.4454, 2.6342, -4.1233)
H (-4.1404, 3.0776, -1.7623)
H (-0.5726, -0.0852, -2.5551)
H (1.7592, 0.2897, 5.1114)
H (3.7575, -1.1107, 4.5758)
H (4.0019, -1.8764, 2.1802)
H (2.2541, -1.4014, 0.6252)
H (-1.2131, 2.7482, 5.5718)
H (-2.9945, 4.4260, 6.0432)
H (-4.6438, 5.0189, 4.3277)
H (-4.5805, 3.9526, 2.0774)
C (-2.3505, -1.2664, 3.6941)
P (-1.5994, -1.9122, 2.1710)
C (-0.3658, -3.0955, 2.7977)
C (-2.9614, -2.9552, 1.5794)
C (-2.6999, -3.3364, 0.1280)
P (-2.4218, -1.7460, -0.7422)
C (-4.0805, -1.0045, -0.7486)
C (-2.2444, -2.3329, -2.4620)
H (-2.8244, -2.1083, 4.2038)
H (-3.1149, -0.5247, 3.4636)
H (-1.6159, -0.8328, 4.3626)
H (-0.8783, -3.8772, 3.3608)
H (0.3192, -2.5850, 3.4703)
H (0.2145, -3.5605, 2.0019)
H (-3.8757, -2.3629, 1.6517)
H (-3.0755, -3.7968, 2.2645)
H (-3.5571, -3.8445, -0.3171)
H (-1.8358, -3.9958, 0.0127)
H (-4.8173, -1.7894, -0.9275)
H (-4.1577, -0.2705, -1.5504)
H (-4.3014, -0.5081, 0.1951)
H (-3.1593, -2.8736, -2.7098)
H (-1.4072, -3.0207, -2.5601)
H (-2.1330, -1.5240, -3.1768)
C (4.4630, 2.5760, -4.8730)
C (5.1032, 1.2000, -4.5492)
N (4.4759, 0.5219, -3.4338)
C (5.1893, 0.4344, -2.1864)
C (5.1935, 1.8138, -1.4855)
C (3.1274, 0.0008, -3.5905)
O (2.5660, 0.2897, -4.6057)
C (2.5010, -0.9161, -2.5702)
C (2.7265, -2.2853, -2.6540)
C (1.9650, -3.1195, -1.8577)
C (0.9908, -2.5656, -1.0461)
N (0.7491, -1.2493, -0.9653)
C (1.5181, -0.4436, -1.7081)
H (5.0688, 3.0165, -5.6620)
H (4.4890, 3.2323, -4.0063)
H (3.4436, 2.4691, -5.2274)
H (6.1543, 1.3115, -4.2957)
H (5.0083, 0.5373, -5.4184)
H (6.2119, 0.1304, -2.4254)
H (4.7266, -0.3264, -1.5641)
H (5.7391, 2.5558, -2.0651)
H (5.6950, 1.6859, -0.5300)
H (4.1816, 2.1757, -1.3116)
H (3.4790, -2.6953, -3.3176)
H (2.1106, -4.1902, -1.8738)
H (0.3760, -3.1981, -0.4210)
H (1.3394, 0.6205, -1.6035)

Forces on atoms 1 to 2 (eV/Å):
Tc -1.10 -0.26 -0.59
C 0.07 -0.02 0.06



Record 3
A 2-piece molecular cluster, C5H17NO2P2 overall, computed with ωB97M-V/def2-TZVPD.

Results
* 2S+1: 1
* charge: 0
* E_LUMO: -0.75 eV
* HOMO level: -6.140 eV
* frontier orbital gap: 5.3857 eV
* ΔE to the lowest compared entry with this formula, charge and spin: 0.0 kJ/mol

CARTESIAN COORDINATES (ANGSTROEM)
C (-1.7736, 0.6091, -1.9782)
P (-2.1830, -1.1493, -1.6468)
O (-2.0434, -1.8647, -3.1167)
P (-0.2009, -1.7678, -0.8101)
C (0.0480, -1.2703, 0.9017)
C (-0.5527, 0.0791, 1.3095)
C (0.2979, 1.3727, 1.1333)
C (1.7513, 1.2366, 0.7184)
N (1.9977, 0.9497, -0.7096)
H (-1.0703, 1.0292, -1.2593)
H (-1.3717, 0.7271, -2.9885)
H (-2.6996, 1.1835, -1.9055)
H (-1.3871, -1.5071, -3.7311)
H (-0.2582, -3.1636, -0.9033)
H (0.8674, -1.4709, -1.6643)
H (1.1152, -1.3272, 1.1288)
H (-0.4359, -2.0730, 1.4699)
H (-1.5698, 0.1727, 0.8943)
H (-0.6335, 0.0046, 2.4105)
H (-0.1993, 2.1257, 0.5082)
H (0.3508, 1.6559, 2.1976)
H (2.2328, 0.4755, 1.3367)
H (2.2586, 2.1742, 0.9638)
H (1.1657, 1.0611, -1.2748)
H (2.3923, 0.0383, -0.8875)
O (0.7339, 0.0795, 3.6182)
H (1.1675, 0.6195, 4.2851)

Forces on atoms 1 to 2 (eV/Å):
C -0.11 0.13 -0.15
P 0.29 -0.03 -0.03



Record 4
C22H28IN5O2PdS as an isolated structure, computed with ωB97M-V/def2-TZVPD.

Results
* 2S+1: 1
* charge: -2
* E_LUMO: 3.33 eV
* HOMO level: -0.336 eV
* frontier orbital gap: 3.6690 eV

CARTESIAN COORDINATES (ANGSTROEM)
Pd (1.1883, -0.4226, 0.1734)
C (-1.6739, -1.2164, 6.0165)
C (-1.2146, -0.8166, 4.5968)
O (-1.2555, 0.3977, 4.3511)
C (-0.7514, -1.8955, 3.8063)
C (-0.2498, -1.9440, 2.4698)
C (0.7327, -3.0671, 2.1988)
N (-0.5628, -1.2328, 1.4199)
N (-1.6472, -0.3836, 1.5737)
C (-1.5766, 0.6843, 0.8427)
O (-0.6217, 1.0837, 0.0787)
C (-2.7942, 1.5657, 0.9250)
C (-3.8175, 1.3112, 1.8400)
C (-4.9334, 2.1292, 1.8934)
C (-5.0519, 3.2234, 1.0388)
C (-4.0306, 3.4930, 0.1394)
C (-2.9094, 2.6729, 0.0892)
H (-1.0227, -0.7300, 6.7478)
H (-2.6833, -0.8267, 6.1691)
H (-1.6739, -2.2943, 6.1921)
H (-0.5915, -2.8163, 4.3613)
H (0.3277, -4.0094, 2.5836)
H (0.9168, -3.1574, 1.1287)
H (1.6857, -2.8828, 2.6990)
H (-3.6863, 0.4706, 2.5088)
H (-5.7164, 1.9229, 2.6157)
H (-5.9258, 3.8647, 1.0864)
H (-4.1027, 4.3513, -0.5213)
H (-2.0895, 2.8758, -0.5889)
C (4.3156, -2.4542, -2.4999)
C (2.8716, -2.0139, -2.2921)
N (2.7388, -0.5635, -2.3455)
C (2.6245, 0.1799, -1.1141)
S (3.4976, -0.3778, 0.2787)
N (2.5703, 1.5756, -1.4677)
C (2.3093, 2.5423, -0.3993)
C (3.5938, 3.2067, 0.0791)
H (4.3981, -3.5453, -2.4585)
H (4.9388, -2.0274, -1.7147)
H (4.6878, -2.1099, -3.4681)
H (2.5043, -2.3917, -1.3332)
H (2.2474, -2.4466, -3.0785)
H (2.0091, -0.2805, -2.9879)
H (1.8930, 1.6863, -2.2127)
H (1.7890, 2.0664, 0.4352)
H (1.6271, 3.2994, -0.7947)
H (4.2701, 2.4512, 0.4777)
H (3.3783, 3.9316, 0.8697)
H (4.0951, 3.7220, -0.7451)
I (-0.1771, -3.4979, -5.5929)
C (-0.4617, -1.8234, -4.3656)
C (-0.5872, -0.5601, -4.9185)
C (-0.7622, 0.5115, -4.0558)
C (-0.7885, 0.2771, -2.6863)
N (-0.6495, -0.9428, -2.1723)
C (-0.5013, -1.9763, -2.9852)
H (-0.5459, -0.4171, -5.9905)
H (-0.8696, 1.5179, -4.4403)
H (-0.8972, 1.0590, -1.9364)
H (-0.3877, -2.9497, -2.5203)

Forces on atoms 1 to 2 (eV/Å):
Pd -0.57 0.00 -0.02
C 0.00 0.00 0.00



Looking at E_tot for the records above, in order, we have -108481.038, -69171.424, -29619.396, -57229.306 eV.